Entry 1:
Computed, not measured: C42H33FeN7O10 as an isolated structure in a non-equilibrium geometry, with wB97M-V/def2-TZVPD.

Computed properties:
**Frontier orbital gap (spin up / spin down)**: 0.1864 / 0.1697 Eh
**Expectation value of S²**: 6.018

The geometry in ORCA input format:
```
! RIJCOSX wB97M-V def2-TZVPD def2/J DEFGRID3
* xyz -2 5
Fe -0.274 -0.230 -0.018
O 3.568 -5.051 -0.516
C 2.695 -3.989 -0.403
C 2.234 -3.334 -1.523
C 1.365 -2.245 -1.370
N 1.022 -1.884 -0.127
C 1.509 -2.481 0.957
C 2.355 -3.565 0.880
C 1.178 -1.766 2.278
O 1.511 -2.314 3.337
O 0.640 -0.630 2.117
C 1.534 -1.040 -2.332
O 2.123 -1.255 -3.401
O 1.113 0.059 -1.876
H 3.711 -5.193 -1.458
H 2.560 -3.605 -2.521
H 2.762 -4.022 1.769
C 0.557 13.674 0.542
O -0.560 12.912 0.137
C -0.423 11.553 0.147
C 0.731 10.884 0.526
C 0.757 9.492 0.497
C -0.345 8.753 0.098
C -1.499 9.446 -0.280
C -1.540 10.823 -0.256
C -0.348 7.290 0.056
N -1.374 6.554 -0.297
C -0.949 5.252 -0.194
C 0.356 5.205 0.231
N 0.731 6.519 0.388
C 1.090 3.996 0.441
C 2.422 3.890 0.850
C 2.982 2.642 0.986
C 2.198 1.515 0.737
N 0.936 1.605 0.375
C 0.382 2.808 0.200
C -0.991 2.833 -0.289
N -1.555 1.648 -0.527
C -2.801 1.597 -0.938
C -3.565 2.752 -1.144
C -3.001 3.983 -0.912
C -1.675 4.042 -0.474
H 0.258 14.716 0.466
H 1.419 13.499 -0.109
H 0.839 13.455 1.575
H 1.612 11.420 0.845
H 1.671 8.997 0.802
H -2.361 8.871 -0.591
H -2.433 11.361 -0.548
H 1.637 6.842 0.669
H 3.014 4.778 1.048
H 4.014 2.523 1.289
H 2.584 0.510 0.851
H -3.196 0.601 -1.101
H -4.589 2.661 -1.483
H -3.557 4.901 -1.057
C -2.237 0.853 4.792
N -2.317 -0.095 3.704
C -2.505 -1.418 3.982
C -2.493 -2.342 3.020
C -2.180 -1.926 1.651
O -2.030 -2.776 0.773
N -2.021 -0.584 1.395
C -2.098 0.344 2.378
O -2.000 1.562 2.199
H -3.144 0.821 5.403
H -2.129 1.842 4.357
H -1.371 0.642 5.426
H -2.651 -1.655 5.030
H -2.613 -3.394 3.228
C -5.369 -3.193 -6.487
C -4.354 -2.887 -5.415
C -4.677 -2.988 -4.071
C -3.742 -2.723 -3.068
C -4.152 -2.784 -1.623
C -2.443 -2.375 -3.434
C -2.097 -2.251 -4.784
C -0.707 -1.821 -5.171
C -3.060 -2.504 -5.754
C -1.379 -2.070 -2.388
O -0.443 -2.889 -2.307
O -1.510 -0.988 -1.762
H -6.372 -3.277 -6.064
H -5.143 -4.136 -6.993
H -5.390 -2.412 -7.251
H -5.685 -3.276 -3.784
H -4.976 -3.490 -1.486
H -4.493 -1.801 -1.284
H -3.330 -3.058 -0.963
H -0.437 -0.875 -4.696
H -0.624 -1.703 -6.253
H 0.042 -2.532 -4.824
H -2.790 -2.401 -6.802
*
```

=====

Entry 2:
Computed, not measured: C10H17N as an isolated structure in a non-equilibrium geometry, with wB97M-V/def2-TZVPD.

Computed properties:
**Frontier orbital gap**: 0.3317 Eh

The geometry in ORCA input format:
```
! RIJCOSX wB97M-V def2-TZVPD def2/J DEFGRID3
* xyz 0 1
C -1.549 -0.081 0.201
C -0.463 0.103 -0.814
C -2.362 1.073 0.445
C -0.829 -0.391 1.616
C -2.597 -1.030 -0.520
C 2.101 -1.333 -0.340
C 1.519 -0.359 -1.139
C 2.011 0.916 -0.871
C 2.952 1.171 0.117
C 3.533 -0.022 0.757
H -0.873 0.473 -1.737
H 0.044 0.780 -0.323
H 0.132 -0.687 -0.921
H -3.209 1.054 1.109
H -1.773 1.857 0.763
H -2.903 1.362 -0.465
H -1.743 0.062 2.577
H 0.158 0.312 1.551
H -0.815 -1.588 1.849
H -2.108 -1.880 -1.288
H -3.344 -1.612 0.286
H -3.189 -0.250 -1.239
H 1.937 -2.467 -0.480
H 0.978 -0.629 -2.185
H 1.611 1.950 -1.232
H 3.361 2.188 0.309
H 4.467 0.182 1.294
N 2.954 -1.153 0.678
*
```

=====

Entry 3:
Computed, not measured: C30H41BrN6O3S2Si2Ti as an isolated structure in a non-equilibrium geometry, with wB97M-V/def2-TZVPD.

Computed properties:
**Frontier orbital gap**: 0.2794 Eh

The geometry in ORCA input format:
```
! RIJCOSX wB97M-V def2-TZVPD def2/J DEFGRID3
* xyz 2 1
Ti 0.667 0.416 -0.968
C 0.079 1.096 4.128
Si -0.341 0.806 2.309
C -1.765 -0.428 2.202
C -0.817 2.563 1.780
C 1.082 0.130 1.158
C 2.033 1.261 1.044
C 2.810 1.869 2.036
C 3.594 2.951 1.700
C 3.633 3.399 0.376
C 2.868 2.745 -0.556
N 2.077 1.717 -0.212
Si 2.072 -1.360 1.998
C 1.760 -3.204 1.708
C 1.801 -1.305 3.867
C 3.914 -1.152 1.584
H -0.640 1.821 4.516
H 1.070 1.529 4.271
H 0.010 0.204 4.748
H -2.085 -0.594 1.176
H -1.504 -1.384 2.665
H -2.627 -0.038 2.749
H -1.840 2.780 2.095
H -0.752 2.753 0.716
H -0.169 3.286 2.279
H 2.796 1.474 3.043
H 4.190 3.450 2.454
H 4.249 4.238 0.088
H 2.889 3.021 -1.603
H 0.805 -3.539 2.111
H 2.536 -3.712 2.288
H 1.859 -3.546 0.685
H 0.742 -1.393 4.115
H 2.189 -0.415 4.365
H 2.301 -2.168 4.312
H 4.188 -1.785 0.735
H 4.514 -1.489 2.432
H 4.223 -0.132 1.366
C -6.732 -2.511 1.435
C -5.669 -1.974 0.524
C -4.937 -2.821 -0.309
C -3.937 -2.326 -1.127
C -3.642 -0.969 -1.105
C -4.372 -0.103 -0.304
C -5.381 -0.609 0.497
S -2.345 -0.403 -2.168
O -2.858 0.418 -3.219
O -1.592 -1.564 -2.551
N -1.299 0.529 -1.207
C -1.353 1.893 -1.501
C -2.481 2.681 -1.730
C -2.298 4.016 -2.022
C -1.009 4.540 -2.086
C 0.049 3.705 -1.829
N -0.118 2.407 -1.544
H -6.288 -2.820 2.384
H -7.223 -3.379 0.999
H -7.477 -1.751 1.659
H -5.175 -3.878 -0.337
H -3.401 -2.964 -1.818
H -4.162 0.958 -0.287
H -5.968 0.071 1.101
H -3.470 2.254 -1.715
H -3.149 4.658 -2.203
H -0.835 5.580 -2.321
H 1.064 4.076 -1.845
O 5.343 0.091 -5.196
C 4.409 0.126 -4.264
C 4.653 -0.083 -2.898
C 3.611 0.005 -2.015
N 2.346 0.280 -2.389
C 2.118 0.419 -3.702
Br 0.302 0.641 -4.180
C 3.093 0.370 -4.665
H 6.222 -0.105 -4.850
H 5.648 -0.314 -2.541
H 3.771 -0.150 -0.956
H 2.861 0.497 -5.713
N -0.766 -3.008 0.054
C -0.077 -3.129 -1.071
N -0.209 -4.217 -1.811
S 1.134 -1.998 -1.520
H -0.698 -2.160 0.590
H -1.510 -3.648 0.285
H -0.905 -4.918 -1.613
H 0.301 -4.282 -2.676
*
```

=====

Entry 4:
Computed, not measured: C51H43CaN4PS2 as an isolated structure in a non-equilibrium geometry, with wB97M-V/def2-TZVPD.

Computed properties:
**Frontier orbital gap**: 0.1840 Eh

The geometry in ORCA input format:
```
! RIJCOSX wB97M-V def2-TZVPD def2/J DEFGRID3
* xyz -2 1
Ca -0.083 -0.275 0.070
C 0.219 3.500 -6.901
C 0.866 2.314 -6.574
C 0.785 1.804 -5.284
C 0.075 2.457 -4.271
C -0.555 3.656 -4.621
C -0.495 4.166 -5.914
C 0.014 1.882 -2.898
C 1.266 1.637 -2.239
C 2.585 2.031 -2.747
C 3.495 1.673 -1.815
C 2.774 1.086 -0.702
C 3.307 0.722 0.511
C 4.800 0.785 0.625
C 5.483 1.986 0.775
C 6.871 2.002 0.881
C 7.585 0.811 0.841
C 6.905 -0.394 0.696
C 5.520 -0.407 0.593
C 2.656 0.263 1.718
N 1.326 -0.058 1.822
C 1.090 -0.414 3.090
C -0.242 -1.044 3.532
C -0.328 -0.954 5.063
C -0.545 -2.039 5.892
C -0.649 -1.871 7.274
C -0.541 -0.611 7.840
C -0.332 0.489 7.010
C -0.231 0.315 5.641
C -1.556 -0.470 2.971
C -2.794 -0.428 3.623
C -3.727 -0.020 2.656
C -3.007 0.174 1.468
N -1.684 -0.121 1.679
C -3.550 0.649 0.199
C -2.900 1.073 -0.924
C -3.532 1.539 -2.157
C -2.553 1.897 -3.004
C -1.263 1.664 -2.315
N -1.507 1.158 -1.097
C -5.047 0.670 0.159
C -5.772 -0.515 0.045
C -7.159 -0.498 -0.004
C -7.848 0.710 0.074
C -7.134 1.893 0.202
C -5.743 1.869 0.246
C 2.262 -0.294 3.860
C 3.265 0.113 2.981
N 1.411 1.056 -1.049
H 0.274 3.896 -7.908
H 1.426 1.771 -7.327
H 1.276 0.868 -5.042
H -1.096 4.195 -3.851
H -1.000 5.097 -6.144
H 2.780 2.538 -3.681
H 4.563 1.824 -1.861
H 4.913 2.907 0.808
H 7.392 2.946 0.998
H 8.665 0.820 0.925
H 7.450 -1.330 0.665
H 4.972 -1.336 0.484
H -0.632 -3.023 5.444
H -0.816 -2.738 7.905
H -0.620 -0.480 8.913
H -0.250 1.485 7.430
H -0.069 1.169 4.994
H -2.981 -0.661 4.661
H -4.787 0.135 2.793
H -4.595 1.572 -2.344
H -2.672 2.269 -4.010
H -5.227 -1.451 0.001
H -7.704 -1.430 -0.099
H -8.931 0.726 0.039
H -7.657 2.840 0.270
H -5.176 2.788 0.346
H 2.362 -0.492 4.915
H 4.303 0.298 3.218
C 3.512 -3.868 1.734
C 2.069 -3.375 1.666
S 1.533 -2.957 0.045
C 1.354 -3.357 2.819
C 1.895 -3.859 4.138
S -0.313 -2.783 2.852
H 3.922 -3.932 0.729
H 3.595 -4.852 2.204
H 4.121 -3.170 2.318
H 2.859 -4.356 4.041
H 1.195 -4.571 4.592
H 2.029 -3.051 4.863
C -2.633 -1.864 -3.190
P -1.345 -2.162 -1.926
C 0.132 -2.147 -3.030
C -1.565 -3.951 -1.631
H -2.534 -2.586 -4.008
H -2.535 -0.850 -3.579
H -3.629 -1.949 -2.749
H -0.015 -2.806 -3.892
H 1.028 -2.462 -2.492
H 0.292 -1.124 -3.386
H -1.546 -4.518 -2.568
H -2.520 -4.118 -1.129
H -0.762 -4.288 -0.974
*
```

=====

We obtain M values of 851.610 151.253 781.774 847.119 g mol⁻¹ for the records listed above, in that order.
We obtain calculated total energy values of -4020.01095 -445.67636 -6520.55370 -4003.80099 Ha for the records listed above, in that order.
We obtain energy above the lowest of the compared OMol25 structures with the same formula, charge and spin values of 51.9 921.2 114.5 0.0 kJ/mol for the records listed above, in that order.